Density functional theory data (ωB97M-V with the def2-TZVPD basis set) for an isolated molecule of C3H4O2 in a non-equilibrium geometry.

ORCA input file:
```
! RIJCOSX wB97M-V def2-TZVPD def2/J DEFGRID3
* xyz 0 1
C -1.38184 -0.27730 0.01435
C 0.14988 -0.59854 -0.11434
C 1.06376 0.60683 0.04071
O 0.29118 -1.78602 -0.22736
O -1.99747 0.32478 -0.87186
H -1.90431 -1.00650 0.76939
H 0.40468 1.48480 -0.22691
H 1.92538 0.67384 -0.55900
H 1.44875 0.57811 1.17502
*
```

The energy above the lowest of the compared OMol25 structures with the same formula, charge and spin is 1.495 eV. The calculation puts the frontier orbital gap at 9.741 eV. The value obtained for the molar mass is 72.1 g/mol.

Density functional theory data (ωB97M-V with the def2-TZVPD basis set) for a structure of composition C38H36N8O4SeSr.

ORCA input file:
```
! RIJCOSX wB97M-V def2-TZVPD def2/J DEFGRID3
* xyz 0 1
Sr -0.47255 0.40102 0.09953
O 2.29497 -1.17592 4.79393
C 3.28046 -0.40722 4.26374
C 4.57262 -0.45044 4.78118
C 5.58867 0.29841 4.21269
C 5.33083 1.09556 3.10831
C 4.04752 1.12730 2.58617
C 3.00761 0.40449 3.15759
C 1.66630 0.47275 2.49524
O 1.64523 0.43089 1.23077
N 0.62819 0.59938 3.31907
N -0.53893 0.65489 2.62368
C -1.62387 0.53440 3.29314
C -2.91138 0.53234 2.59591
C -4.08080 0.19273 3.28102
C -5.27994 0.15248 2.59586
C -5.29282 0.45321 1.24130
C -4.09142 0.78871 0.63870
N -2.93102 0.83541 1.28740
H 2.68492 -1.77780 5.43621
H 4.77908 -1.09028 5.63277
H 6.58609 0.25084 4.63057
H 6.12132 1.67880 2.65522
H 3.82488 1.71813 1.70632
H -1.60560 0.38524 4.37173
H -4.03062 -0.04362 4.33578
H -6.19528 -0.11197 3.10996
H -6.20317 0.42700 0.65968
H -4.05740 1.02230 -0.41975
O -1.62468 -0.35495 -1.81076
C -2.72429 -0.99777 -2.01789
C -3.47496 -0.73004 -3.19601
C -4.66531 -1.34948 -3.48182
C -5.18729 -2.30139 -2.60114
C -4.48529 -2.58760 -1.45328
C -3.27296 -1.96029 -1.11759
C -2.62741 -2.30128 0.15482
N -1.42333 -1.96079 0.60912
C -1.28260 -2.54989 1.85171
C -2.40335 -3.24225 2.16424
N -3.24540 -3.07732 1.08722
H -3.05612 0.00444 -3.87440
H -5.19530 -1.10497 -4.39450
H -6.11510 -2.81292 -2.81606
H -4.89884 -3.35036 -0.80332
H -0.37412 -2.43742 2.42193
H -2.67355 -3.82448 3.02589
H -4.17766 -3.44118 1.01980
O 1.06509 0.54092 -1.97630
C 1.70380 1.67621 -2.54013
C 0.75916 2.53398 -3.36635
C -0.49513 2.98136 -2.60355
C -0.16311 3.74657 -1.35180
C 0.22862 5.08078 -1.41028
C 0.55540 5.74448 -0.24125
C 0.48402 5.06050 0.96288
C 0.08487 3.73707 0.93655
N -0.23204 3.09026 -0.18889
H 0.46618 0.12738 -2.62024
H 2.54704 1.36005 -3.16298
H 2.10443 2.24195 -1.69620
H 0.44993 1.97942 -4.25787
H 1.31890 3.40562 -3.71927
H -1.09917 2.10888 -2.34497
H -1.10224 3.60411 -3.26434
H 0.26909 5.58642 -2.36649
H 0.85856 6.78310 -0.26780
H 0.73135 5.53665 1.90062
H 0.02173 3.15734 1.85152
C 4.42457 -1.62884 -0.31933
N 3.15030 -2.13591 -0.78190
C 2.23174 -2.71096 0.04413
Se 2.44899 -3.10855 1.79256
N 1.12823 -2.94319 -0.71844
C 1.32604 -2.51162 -2.01672
C 0.48881 -2.45648 -3.11534
C 1.01776 -1.92884 -4.28800
C 2.33832 -1.48229 -4.34991
C 3.16997 -1.52220 -3.23723
C 2.63538 -2.02465 -2.06430
H 4.27055 -1.08880 0.61433
H 4.82322 -0.95066 -1.07076
H 5.12716 -2.44386 -0.14571
H 0.26123 -3.24968 -0.30694
H -0.53982 -2.78622 -3.05692
H 0.39385 -1.87072 -5.16995
H 2.72225 -1.09602 -5.28514
H 4.18866 -1.16263 -3.28896
*
```

The energy above the lowest of the compared OMol25 structures with the same formula, charge and spin is 0.636 eV. The calculation puts the frontier orbital gap at 7.157 eV. The value obtained for the molar mass is 835.3 g/mol.

Density functional theory data (ωB97M-V with the def2-TZVPD basis set) for a cluster of 2 separate species, C3H7NO2 in total in a non-equilibrium geometry.

ORCA input file:
```
! RIJCOSX wB97M-V def2-TZVPD def2/J DEFGRID3
* xyz 0 1
O -0.83226 1.25415 1.76366
C -0.26778 0.22059 2.00298
C 1.06268 -0.22996 1.48340
H -0.70379 -0.48528 2.73863
H 0.96517 -1.14515 0.87900
H 1.45077 0.45446 0.74902
H 1.59961 -0.57598 2.36716
C -0.27660 0.39043 -2.50719
N -0.87225 -0.22921 -1.45955
O -0.44478 0.10621 -3.66542
H 0.41944 1.17128 -2.19784
H -0.91672 0.24577 -0.57644
H -1.18350 -1.17730 -1.57740
*
```

The energy above the lowest of the compared OMol25 structures with the same formula, charge and spin is 1.485 eV. The calculation puts the frontier orbital gap at 10.802 eV. The value obtained for the molar mass is 89.1 g/mol.